Record 1
Below is the molecule C25H31N5O2, with properties calculated with ωB97M-V with the def2-TZVPD basis set.

The HOMO-LUMO gap comes out at 8.977 eV. The energy comes out at -37973.6144 eV. Its energy relative to the best compared isomer or geometry (same formula, charge and spin) is 193.5 kJ/mol. Its strongest force on any atom is 0.8 eV/A. Its structure (SMILES) is Cc1nn(C)cc1CN(C)C(=O)c1ccc(OC2CCN(Cc3ccccn3)CC2)cc1.

```
63
Properties=species:S:1:pos:R:3:forces:R:3:lowdin_charge:R:1
C 2.641277 2.258420 -2.104180 0.0 0.0 -0.1 -0.0167
C 1.894160 3.396314 -2.698394 -0.3 0.3 0.0 -0.3004
N 2.053407 3.762060 -3.958665 0.5 -0.5 -0.3 0.1204
N 1.253565 4.806342 -4.159407 -0.2 0.1 0.5 -0.2174
C 0.573857 5.130576 -3.041994 0.1 -0.3 0.2 -0.0235
C 0.952497 4.236711 -2.062312 -0.2 0.2 -0.2 -0.1724
C 0.496996 4.169813 -0.639345 -0.1 -0.1 -0.2 -0.1131
N 1.578641 4.460685 0.281303 -0.1 0.3 -0.1 -0.0870
C 2.123567 3.576707 1.153732 0.0 -0.1 0.1 -0.4421
O 3.160053 3.813801 1.751907 0.2 -0.1 0.1 0.0631
C 1.378931 2.303756 1.392274 0.1 -0.2 0.2 -0.1681
C 0.062689 2.299175 1.850440 0.2 -0.1 0.0 -0.0341
C -0.570975 1.111475 2.140252 0.0 -0.2 0.0 0.0094
C 0.089377 -0.110988 1.980637 0.0 0.3 0.0 -0.2521
C 1.411097 -0.105620 1.543690 -0.1 -0.3 0.1 -0.0041
C 2.045482 1.093085 1.270434 -0.1 0.3 0.0 -0.0202
H 3.077284 1.090322 0.952632 0.1 0.0 0.0 0.1222
H 1.964704 -1.023370 1.423233 0.0 -0.1 0.0 0.1062
O -0.642080 -1.207601 2.297555 -0.1 0.2 0.1 -0.0068
C -0.086677 -2.509017 2.170372 0.0 -0.5 -0.1 -0.3278
C -0.099488 -2.986786 0.716186 0.1 0.1 0.2 -0.1004
C 0.366960 -4.448473 0.648978 0.1 0.1 -0.1 -0.1684
N -0.379230 -5.354813 1.490410 -0.1 -0.1 0.0 -0.1671
C -0.444856 -4.889395 2.857828 -0.1 0.2 0.2 -0.1709
C -0.943633 -3.448098 3.016339 0.3 0.2 -0.1 -0.1047
H -0.891121 -3.149128 4.063641 0.0 0.0 0.1 0.1227
H -1.981034 -3.377478 2.690691 0.1 0.0 0.1 0.0949
H -1.086678 -5.563892 3.425362 0.1 0.0 0.0 0.1208
H 0.571922 -4.958966 3.265357 0.0 0.0 0.1 0.1223
C -1.585262 -5.924129 0.919027 0.2 -0.1 -0.1 -0.1309
C -2.655134 -4.961254 0.453716 0.0 -0.1 -0.4 -0.2824
N -3.476723 -4.481376 1.379502 0.1 -0.3 0.3 0.1026
C -4.412730 -3.621425 1.020961 -0.2 0.2 -0.1 -0.1358
C -4.593862 -3.189367 -0.283379 0.1 0.0 -0.1 -0.0625
C -3.748608 -3.695903 -1.258400 0.0 0.0 0.1 -0.0653
C -2.765946 -4.597291 -0.886771 -0.1 0.0 0.1 -0.0365
H -2.092559 -5.013638 -1.621305 0.1 -0.1 0.0 0.1112
H -3.854349 -3.394007 -2.290855 0.0 0.0 -0.1 0.1063
H -5.372282 -2.483975 -0.528628 -0.1 0.1 0.0 0.0997
H -5.046524 -3.265054 1.823130 -0.1 0.1 0.0 0.1078
H -1.273791 -6.538680 0.066763 -0.1 0.0 0.0 0.1202
H -2.019998 -6.578362 1.678057 0.0 0.0 -0.1 0.1236
H 0.321659 -4.807060 -0.381298 0.1 0.0 0.0 0.1194
H 1.413513 -4.493132 0.976383 0.0 0.0 -0.1 0.1249
H -1.117087 -2.891191 0.334399 0.0 0.1 0.0 0.1105
H 0.550721 -2.364470 0.098461 0.0 0.0 0.0 0.1138
H 0.942651 -2.517445 2.559565 -0.1 0.0 0.0 0.1500
H -1.587033 1.096268 2.502301 -0.1 0.0 0.1 0.1188
H -0.459490 3.233706 1.997235 -0.1 0.1 0.0 0.1227
C 2.218350 5.744093 0.099906 0.2 0.1 0.2 -0.0240
H 2.692892 5.812189 -0.881808 0.0 0.0 0.0 0.0933
H 2.977246 5.853224 0.871931 -0.1 0.1 -0.1 0.0873
H 1.477245 6.540874 0.192692 0.0 0.0 0.0 0.0938
H 0.113858 3.169562 -0.427837 0.0 0.2 0.0 0.1185
H -0.309750 4.898020 -0.484937 0.0 -0.1 0.0 0.1306
H -0.120380 5.946832 -3.018781 -0.2 0.2 0.0 0.1263
C 1.188197 5.439519 -5.443935 0.0 0.2 -0.4 -0.0262
H 1.884018 4.921950 -6.100620 -0.1 0.0 0.0 0.0876
H 1.471949 6.491321 -5.371131 0.0 -0.1 0.0 0.0876
H 0.180044 5.371362 -5.858080 0.1 0.0 0.0 0.0873
H 3.227150 1.767697 -2.875866 0.1 -0.1 0.0 0.0786
H 1.951650 1.541834 -1.658837 0.0 -0.1 0.0 0.0769
H 3.309670 2.613692 -1.320516 0.1 -0.1 0.1 0.0791
```
Positions in Å, forces in eV/Å.

Record 2
Below is the molecule C25H31N5O4, with properties calculated with ωB97M-V with the def2-TZVPD basis set.

The HOMO-LUMO gap comes out at 7.973 eV. The energy comes out at -42069.5565 eV. Its energy relative to the best compared isomer or geometry (same formula, charge and spin) is 234.4 kJ/mol. Its strongest force on any atom is 1.1 eV/A. Its structure (SMILES) is CCN(CC)CCCNC(=O)CNC(=O)c1nn(-c2ccc(OC)cc2)c(=O)c2ccccc12.

```
65
Properties=species:S:1:pos:R:3:forces:R:3:lowdin_charge:R:1
C -3.247048 -0.539663 -2.656933 0.2 0.1 -0.2 -0.0780
H -3.145884 -1.449011 -2.071224 0.0 -0.1 0.1 0.0649
H -3.828299 -0.754704 -3.550277 -0.1 0.0 -0.1 0.0708
H -3.788672 0.196185 -2.068441 -0.1 0.0 0.1 0.0627
C -1.863026 -0.033977 -3.051639 -0.1 -0.1 0.1 -0.2480
N -0.964660 0.024563 -1.911194 0.1 -0.1 -0.1 -0.1836
C 0.439889 -0.044678 -2.283804 0.0 -0.3 0.0 -0.2475
H 1.033864 0.383380 -1.472643 0.0 0.1 0.0 0.1018
H 0.655768 0.538978 -3.193245 0.0 0.1 0.1 0.1200
C 0.887094 -1.489626 -2.496434 0.0 0.3 0.0 -0.0647
H 1.960642 -1.522518 -2.667952 0.1 -0.1 -0.1 0.0746
H 0.654192 -2.086425 -1.618948 0.0 -0.1 0.1 0.0555
H 0.387977 -1.935514 -3.352366 0.0 -0.1 -0.1 0.0652
C -1.270238 1.065776 -0.954029 0.1 0.2 -0.1 -0.2036
H -2.308496 0.942165 -0.639502 0.0 0.0 0.2 0.1155
C -1.048603 2.522353 -1.411422 -0.1 -0.2 0.2 -0.1465
C -1.019299 3.472469 -0.215445 -0.2 0.2 -0.2 -0.1675
N 0.183227 3.272187 0.561119 -0.2 -0.6 -0.1 0.0775
C 0.984324 4.264612 0.985094 0.3 -0.3 0.3 -0.4782
O 0.735656 5.443793 0.863632 0.1 0.4 0.0 0.0605
C 2.275307 3.784476 1.673631 0.1 0.3 -0.2 -0.0660
N 2.350365 2.356917 1.838551 -0.1 0.1 0.3 0.0536
C 3.015385 1.564342 0.961081 -0.2 0.3 0.3 -0.4327
O 3.845337 1.977476 0.177394 0.1 -0.1 -0.2 0.0849
C 2.581614 0.132913 1.021123 -0.6 -0.4 0.0 -0.1180
N 1.323429 -0.026281 1.295580 0.7 0.8 -0.2 0.1502
N 0.751827 -1.227351 1.278714 0.3 -0.3 -0.2 0.0284
C 1.432798 -2.419874 1.036747 0.0 -0.2 0.1 -0.3632
O 0.869416 -3.494115 1.104431 0.1 0.0 -0.1 0.0863
C 2.850661 -2.248844 0.713306 0.4 0.3 -0.1 -0.0652
C 3.619933 -3.375320 0.418073 -0.1 0.0 0.0 0.0020
C 4.951007 -3.234108 0.096832 -0.1 0.0 0.0 -0.0551
C 5.532996 -1.967386 0.063804 0.0 0.0 0.0 -0.0522
C 4.792217 -0.844421 0.355179 0.0 0.1 0.0 0.0027
C 3.437750 -0.970237 0.683992 -0.1 -0.6 -0.1 -0.0834
H 5.235109 0.137676 0.319883 0.0 0.0 0.0 0.1098
H 6.577343 -1.867059 -0.191710 0.1 0.0 0.0 0.1090
H 5.547267 -4.104592 -0.131885 0.0 -0.1 0.0 0.1076
H 3.140909 -4.342016 0.449370 0.0 -0.1 0.0 0.1214
C -0.647049 -1.203468 1.515807 -0.7 -0.1 0.1 -0.2057
C -1.513325 -2.015352 0.800299 0.3 0.2 0.1 -0.0034
C -2.877757 -1.925980 1.004615 -0.4 0.1 0.1 -0.0085
C -3.395640 -1.012334 1.917123 0.2 0.1 0.0 -0.2766
C -2.516228 -0.197629 2.635214 -0.2 -0.1 -0.1 0.0045
C -1.158406 -0.294619 2.438746 0.1 -0.2 -0.1 -0.0178
H -0.482892 0.333526 2.998928 0.0 0.1 0.0 0.1080
H -2.927040 0.502087 3.345196 0.0 0.1 0.1 0.1198
O -4.715582 -0.832174 2.177220 0.2 0.2 0.2 -0.0796
C -5.653906 -1.627121 1.490909 -0.1 -0.1 -0.1 -0.0829
H -6.629432 -1.313656 1.858894 0.0 -0.1 -0.1 0.0941
H -5.511630 -2.690796 1.705044 0.0 0.0 0.0 0.0971
H -5.604895 -1.462639 0.409751 0.0 0.0 0.0 0.0927
H -3.528134 -2.571849 0.437394 -0.1 0.0 -0.1 0.1049
H -1.130908 -2.718494 0.080666 0.0 0.0 0.0 0.1129
H 1.665511 1.917416 2.435596 0.1 0.0 -0.1 0.1305
H 2.361521 4.292231 2.637350 0.0 0.0 -0.1 0.1326
H 3.117360 4.089874 1.045617 -0.1 0.0 0.1 0.1327
H 0.486207 2.315368 0.667199 0.1 0.1 0.1 0.0952
H -1.899269 3.299743 0.416592 0.0 0.1 -0.1 0.1263
H -1.021450 4.516587 -0.537570 -0.1 -0.1 0.1 0.1216
H -1.848080 2.828003 -2.086952 0.0 0.0 -0.1 0.1097
H -0.101328 2.601428 -1.948453 0.0 0.1 -0.1 0.1161
H -0.650981 0.865471 -0.076498 -0.1 0.0 0.0 0.0807
H -1.952186 0.940148 -3.560902 0.1 -0.1 -0.1 0.1151
H -1.433531 -0.738282 -3.766238 0.0 0.1 0.0 0.1084
```
Positions in Å, forces in eV/Å.

Record 3
Below is the molecule C25H31N7O2, with properties calculated with ωB97M-V with the def2-TZVPD basis set.

The HOMO-LUMO gap comes out at 8.212 eV. The energy comes out at -40954.8799 eV. Its energy relative to the best compared isomer or geometry (same formula, charge and spin) is 8.3 kJ/mol. Its strongest force on any atom is 0.6 eV/A. Its structure (SMILES) is O=C(NCCCn1ccnc1)C(=O)NC[C@H](c1cccnc1)N1CCN(c2ccccc2)CC1.

```
65
Properties=species:S:1:pos:R:3:forces:R:3:lowdin_charge:R:1
O -2.300843 -1.207271 1.548456 0.1 -0.2 0.0 0.0538
C -2.967198 -0.197471 1.397535 -0.3 0.0 0.2 -0.4229
N -4.296765 -0.109901 1.511339 -0.1 0.4 0.1 0.0865
H -4.685529 0.813073 1.353984 0.2 -0.1 0.0 0.1451
C -5.172478 -1.238517 1.687782 -0.1 -0.2 0.0 -0.1600
C -6.018306 -1.510314 0.439059 0.4 -0.1 0.1 -0.1520
H -6.785224 -2.244028 0.691046 -0.1 0.0 0.0 0.1140
H -6.519711 -0.587366 0.140830 -0.1 0.0 0.0 0.1080
C -5.208585 -2.061290 -0.741295 -0.6 -0.2 0.2 -0.1333
N -4.228141 -1.135362 -1.242515 0.3 0.1 -0.3 -0.0852
C -2.890792 -1.320634 -1.307968 0.1 -0.2 -0.1 -0.1810
N -2.270989 -0.281801 -1.798272 0.5 -0.2 -0.2 0.0676
C -3.243427 0.627664 -2.074599 -0.3 0.0 0.0 -0.1392
C -4.462567 0.117729 -1.740257 -0.1 0.3 -0.2 -0.0698
H -5.447620 0.527971 -1.822072 -0.2 0.1 0.0 0.1160
H -3.004524 1.584500 -2.492249 -0.1 0.2 -0.1 0.1020
H -2.409180 -2.220386 -0.981302 0.0 -0.3 0.1 0.1314
H -4.678833 -2.966462 -0.433340 0.0 0.1 -0.1 0.1316
H -5.900119 -2.322592 -1.551705 0.2 -0.1 0.1 0.1281
H -5.834800 -1.053477 2.539459 0.1 -0.1 0.0 0.1230
H -4.534814 -2.097454 1.913881 -0.1 0.0 0.1 0.1247
C -2.354579 1.142972 0.981797 0.2 0.1 0.0 -0.4255
O -3.010272 2.171479 0.987723 0.0 0.1 0.0 0.0666
N -1.082874 1.002557 0.611215 0.2 -0.3 0.2 0.0928
H -0.738979 0.050472 0.593075 -0.2 0.1 0.0 0.1051
C -0.300805 2.040931 -0.011532 -0.1 0.1 0.2 -0.0971
H -0.588159 2.983115 0.464878 0.1 -0.1 -0.1 0.1368
H -0.537305 2.115802 -1.078182 0.0 0.1 0.0 0.1354
C 1.206788 1.793118 0.156546 -0.1 0.1 0.0 -0.2656
N 1.760121 1.054161 -0.972580 0.0 0.1 0.0 -0.1250
C 3.181089 0.781590 -0.843318 0.3 -0.1 0.2 -0.1486
H 3.694750 1.678110 -0.491381 0.0 -0.1 0.0 0.1198
C 3.485451 -0.392348 0.095945 0.1 0.3 -0.1 -0.1339
N 2.794853 -1.581701 -0.360498 -0.2 0.2 -0.2 -0.1022
C 3.288827 -2.832972 -0.010670 0.1 -0.4 0.1 -0.2290
C 2.467369 -3.856018 0.470758 -0.1 0.2 0.0 -0.0320
C 2.982877 -5.109364 0.743611 0.1 -0.2 0.0 -0.0955
C 4.325826 -5.379592 0.553719 0.0 -0.2 0.0 -0.1108
C 5.151371 -4.374123 0.077248 0.0 0.0 0.0 -0.0953
C 4.644127 -3.123078 -0.205185 0.0 0.1 0.1 -0.0319
H 5.303497 -2.365710 -0.602043 0.0 0.1 -0.1 0.1033
H 6.201756 -4.569697 -0.085364 0.1 0.0 0.0 0.1009
H 4.724838 -6.358615 0.771787 0.0 -0.1 0.0 0.0955
H 2.324869 -5.879920 1.119877 0.0 0.0 0.0 0.1009
H 1.419537 -3.675240 0.653526 -0.1 0.1 0.0 0.0979
C 1.365933 -1.365088 -0.438826 0.0 0.1 -0.3 -0.1496
C 1.094047 -0.172838 -1.370691 -0.2 -0.2 0.1 -0.1507
H 0.019996 -0.022739 -1.483748 0.1 0.0 0.0 0.0762
H 1.496020 -0.426518 -2.356939 -0.1 -0.1 0.0 0.1319
H 0.892405 -2.246082 -0.872938 0.0 0.0 0.1 0.1241
H 0.930288 -1.190821 0.560709 0.0 -0.1 0.0 0.1230
H 4.559520 -0.567300 0.120924 0.0 0.0 0.0 0.1111
H 3.165636 -0.135967 1.121564 0.1 0.0 0.0 0.1273
H 3.554784 0.538376 -1.842211 0.1 0.0 0.0 0.1299
C 1.880594 3.143003 0.231714 0.1 0.1 0.2 -0.1912
C 2.073324 3.906247 -0.918103 -0.2 -0.4 0.1 -0.0973
N 2.619075 5.106889 -0.915439 0.1 0.4 -0.4 0.0670
C 3.002603 5.619513 0.242171 0.1 0.1 0.3 -0.1566
C 2.861987 4.953552 1.449360 0.0 0.0 0.0 -0.0591
C 2.289151 3.691765 1.439654 0.0 0.0 -0.2 -0.0190
H 2.161289 3.139583 2.361058 0.0 -0.1 0.1 0.1166
H 3.191162 5.406483 2.371833 0.0 0.1 0.1 0.0996
H 3.442970 6.606645 0.193730 0.1 0.1 0.1 0.1011
H 1.780783 3.514742 -1.882179 0.0 -0.1 -0.1 0.1212
H 1.353323 1.277307 1.124124 0.0 0.1 -0.1 0.1433
```
Positions in Å, forces in eV/Å.

Question: Which of these has the lowest energy relative to the best compared isomer or geometry (same formula, charge and spin)?
Answer: C25H31N7O2